The following is a DFT calculation (wB97M-V/def2-TZVPD) of 7 unconnected molecules or ions with the total composition C40H68Cl2N2O14 at a distorted geometry.

The geometry in XYZ format:
```
126
Properties=species:S:1:pos:R:3:forces:R:3
C -0.251048 -2.106309 5.945867 -0.6208 -0.3269 -0.9393
C -0.638934 -0.518174 5.735778 0.9430 -0.0274 0.7544
C 0.257624 0.095224 4.496886 -0.6711 -2.3856 0.6128
Cl 0.584906 1.877528 4.902083 0.1864 -0.4473 -0.3269
N -0.403352 -0.124320 3.134110 1.4256 2.1691 1.4539
C -1.508522 0.891583 2.947540 -0.8932 0.7601 0.0806
C -2.753260 0.377664 1.989178 -0.1988 1.0431 -0.9606
C -2.469861 0.648174 0.363650 -0.4927 1.1035 0.9508
C -2.514907 2.312278 0.207211 -0.4921 0.0299 -0.0784
C -2.828947 2.811521 -1.322527 0.2549 1.5047 0.4738
C -1.401163 3.274311 -1.986279 -0.1401 0.1019 1.2745
N -1.533527 3.927519 -3.345002 2.7923 -0.5232 -0.7771
C -1.655365 2.784771 -4.358207 0.1688 -1.0937 -0.7728
C -0.280241 4.727802 -3.664661 3.5395 -1.7452 -4.0753
C 0.177427 6.096238 -2.868464 0.2373 -0.3341 0.6797
O 0.546612 4.321137 -4.660583 -5.0501 2.4336 5.6692
O -3.217185 -0.988612 2.278184 1.8128 0.6169 -1.4081
C -2.537193 -1.998607 1.452138 -0.0487 -1.9351 0.1395
C 0.720681 0.034582 2.134215 1.6590 -0.5564 -0.7608
C 1.380470 -1.471869 1.897432 -1.4270 0.1424 -0.2829
C 1.272411 -2.008850 0.350951 0.2266 -0.3100 -0.2348
Cl 3.170121 -1.408854 2.504099 -1.3530 -0.1878 -0.6608
H -1.221928 -2.729532 5.652866 2.2790 1.0944 0.7930
H 0.097709 -2.365250 7.037511 -0.8177 0.6147 -2.2078
H 0.613789 -2.428888 5.190123 -1.8702 0.6997 1.6867
H -0.329927 0.044400 6.730531 -0.6247 -0.9962 -2.2060
H -1.792081 -0.365390 5.601714 2.3154 -0.3063 -0.0070
H 1.318758 -0.450923 4.512904 -2.3945 1.3855 -0.1473
H -1.006364 1.884970 2.541351 -1.3879 -1.8791 0.6321
H -2.014155 1.190094 3.986813 1.3332 -0.9162 -2.1687
H -3.669460 1.097309 2.249756 1.9590 -1.6871 -0.5070
H -3.349252 0.173954 -0.259827 1.7443 1.0214 1.2882
H -1.450004 0.205146 -0.000879 -1.9481 0.8303 0.6828
H -3.372155 2.782549 0.891959 1.9475 -1.3972 -1.5206
H -1.513365 2.818523 0.582425 -1.8550 -1.2013 -0.8903
H -3.490859 3.799420 -1.220982 1.4236 -2.1338 -0.3574
H -3.460860 2.068927 -1.969583 1.4660 1.1975 1.3323
H -0.665047 2.359515 -2.058494 -1.3119 1.5967 0.1593
H -0.919687 4.055020 -1.247550 -1.0048 -1.5204 -1.4220
H -1.660690 3.174728 -5.465134 -0.0492 -0.6252 2.3665
H -2.630872 2.125387 -4.166264 2.0648 1.8081 -0.2295
H -0.725101 2.047768 -4.251611 -1.8963 1.5854 -0.2752
H 0.740238 5.780340 -1.869108 -1.2646 0.5165 -2.0973
H -0.712971 6.788663 -2.546333 1.6222 -1.5056 -0.7855
H 0.984217 6.710253 -3.495928 -2.0608 -1.6678 1.1182
H -2.985724 -2.094416 0.351201 1.0760 0.5699 2.3185
H -2.773561 -3.052532 1.960453 0.4421 2.3807 -0.9703
H -1.359883 -1.916279 1.447875 -2.5048 0.1734 -0.0551
H 1.623555 0.706411 2.532384 -2.1546 -1.1842 -0.7542
H 0.409246 0.488481 1.101544 0.2020 -0.9778 2.0641
H 0.831445 -2.196587 2.641581 1.2268 1.3722 -1.5347
H 0.269490 -2.614551 0.132508 2.1217 1.3060 0.8096
H 1.256652 -1.107105 -0.421298 0.3249 -1.8302 1.7236
H 2.164893 -2.760524 0.116630 -2.1613 1.9584 0.5194
O 0.884410 -5.287719 -1.816572 1.8059 0.5353 0.5775
C 2.101556 -5.261763 -1.738723 -2.0708 -0.2800 -0.5551
C 3.035287 -6.232055 -2.396637 0.1323 -0.2893 0.2652
C 4.327130 -5.975435 -1.662678 0.6897 -0.6190 0.0017
C 4.204265 -4.524874 -1.275768 0.7794 0.3123 0.1168
O 2.809752 -4.307665 -1.066158 -0.6097 -0.4162 -0.2110
H 3.115301 -5.986614 -3.459262 -0.1009 -0.0596 0.2412
H 2.694424 -7.261053 -2.261038 -0.2117 0.2348 -0.2282
H 5.218659 -6.187994 -2.258618 -0.0980 0.1110 0.0895
H 4.366771 -6.597964 -0.760516 0.0632 0.1193 -0.0981
H 4.547139 -3.852517 -2.069203 -0.0578 -0.0569 0.0534
H 4.754651 -4.299460 -0.357681 -0.2690 0.1537 -0.0906
O 3.776316 -5.968266 -5.334756 -1.5076 0.2562 -0.7874
C 2.776338 -6.113085 -6.018314 1.1538 -0.0399 0.8737
C 2.679149 -6.967161 -7.246026 0.0343 0.0952 -0.4825
C 1.401627 -6.472197 -7.875596 -0.2043 -0.0137 -0.8644
C 0.602407 -6.014052 -6.683846 -0.8093 -0.0555 -0.1981
O 1.565919 -5.545111 -5.741763 1.1114 -0.0204 0.2809
H 2.605406 -8.016325 -6.946644 0.1763 0.0586 0.0374
H 3.537256 -6.811128 -7.903839 0.0045 -0.2355 0.2807
H 0.887011 -7.228640 -8.474023 0.0174 0.1411 0.0953
H 1.620425 -5.616981 -8.526553 -0.0934 -0.2798 0.1629
H 0.034336 -6.830402 -6.225551 0.0404 0.0910 0.0365
H -0.086138 -5.203974 -6.941335 0.1532 -0.0516 0.2995
O 5.962281 5.773417 7.630669 -1.6567 -0.8260 -1.0199
C 5.183437 5.041193 7.042935 1.4224 1.2834 1.3510
C 5.489264 3.655760 6.560012 0.1055 -0.2543 -0.4660
C 4.355475 3.397675 5.600156 -0.0021 -0.7139 -0.6579
C 3.241617 4.234747 6.172477 -0.6853 -0.2014 -0.2364
O 3.884438 5.360213 6.769041 0.6947 0.2917 0.2504
H 5.467444 2.968034 7.409935 0.1481 0.1049 -0.0134
H 6.457821 3.618677 6.056094 -0.0213 0.0249 0.4361
H 4.094382 2.340310 5.505499 -0.0718 0.1827 -0.0233
H 4.625407 3.770057 4.604425 -0.0924 -0.0782 0.1416
H 2.677967 3.703507 6.946587 0.0222 0.0199 -0.0424
H 2.547229 4.574201 5.398386 0.0670 0.1207 0.2537
O -5.525129 2.418494 0.714710 -1.2621 0.7368 1.3631
C -6.327188 2.549187 1.624546 1.3888 -0.2393 -1.2544
C -7.226293 1.472247 2.151783 -0.4960 -0.1514 -0.0425
C -8.232626 2.262453 2.949452 -0.8371 -0.3181 0.2552
C -7.435734 3.462483 3.389690 -0.3304 0.3646 0.6699
O -6.500515 3.699948 2.338616 0.4249 -0.4416 -0.7906
H -6.643251 0.798408 2.785672 0.0464 -0.0426 -0.1848
H -7.702851 0.922449 1.336905 0.4273 -0.0793 0.0949
H -8.665860 1.703861 3.783378 0.0559 0.1581 -0.0784
H -9.052000 2.581419 2.293785 0.1077 -0.0328 0.1435
H -6.881067 3.276367 4.315363 -0.0233 0.0312 -0.0789
H -8.068261 4.344392 3.526680 0.3210 -0.0208 -0.0877
O -3.648058 5.287445 9.278422 1.2677 -0.7454 -1.4601
C -2.711177 5.076458 8.526147 -1.6188 0.2328 1.5831
C -1.505397 5.953232 8.372743 0.2152 0.3788 -0.3414
C -0.907321 5.446406 7.084783 0.6213 0.4667 -0.5091
C -1.331893 4.001262 7.070040 0.3781 -0.4310 -0.5069
O -2.596796 3.973450 7.729604 -0.5142 0.4765 0.5047
H -0.836454 5.792968 9.222829 -0.1459 0.1055 0.0311
H -1.789947 7.005181 8.296299 -0.0074 -0.2027 0.3905
H 0.176345 5.577357 7.024202 -0.1287 -0.0765 -0.0428
H -1.359973 5.974739 6.236854 0.1020 -0.1060 0.1002
H -0.636896 3.358167 7.620108 -0.0543 0.0067 -0.0533
H -1.438812 3.617803 6.051145 -0.1273 -0.1063 0.3012
O 3.611761 -6.209604 -10.578770 -0.9435 1.7961 -0.0901
C 3.229432 -5.116113 -10.961238 0.5709 -2.0630 0.4355
C 3.759736 -4.378080 -12.152983 0.3276 0.4003 -0.1102
C 3.236443 -2.983324 -11.920116 0.3474 0.7672 -0.4019
C 1.967270 -3.231746 -11.147845 -0.5319 0.6820 -0.0469
O 2.217946 -4.407378 -10.379191 0.5535 -0.6254 0.0232
H 3.344616 -4.821959 -13.062082 0.1346 -0.1015 0.0841
H 4.851752 -4.398304 -12.175443 -0.2304 -0.3595 -0.1085
H 3.076005 -2.416702 -12.841176 -0.0429 -0.0377 0.1803
H 3.945851 -2.424114 -11.297993 -0.1477 -0.0516 -0.1092
H 1.111184 -3.419573 -11.804353 0.0565 -0.0114 0.0676
H 1.726211 -2.399248 -10.480418 -0.0649 -0.3196 0.0296
```
Positions in Å, forces in eV/Å.

## Properties
* SMILES: CC[C@H](Cl)N(C[C@@H](CCCCN(C)C(C)=O)OC)C[C@@H](C)Cl.O=C1CCCO1.O=C1CCCO1.O=C1CCCO1.O=C1CCCO1.O=C1CCCO1.O=C1CCCO1
* HOMO energy: -9.292 eV
* frontier orbital gap: 0.3555 Ha
* E_LUMO: 0.0140 Eh
* calculated total energy: -99265.9809 eV